Here is 16 unconnected molecules or ions with the total composition C62H168N12O19 from OMol25. Energies are from the ωB97M-V functional and the def2-TZVPD basis.

Geometry as ORCA input:
```
! wB97M-V def2-TZVPD RIJCOSX def2/J DEFGRID3
* xyz 0 1
N -5.1863 0.1795 -1.5217
H -1.3442 2.6677 5.0174
H -7.2291 0.6915 4.6300
H -2.1665 1.3890 10.7575
C 0.3325 2.4346 -0.2236
H -0.4866 2.1379 9.1063
H 0.6536 -0.4911 -1.6821
O 4.2407 -0.0058 2.1985
N 0.4614 -0.1009 6.7854
H -1.7202 -1.1861 5.4173
H 6.8195 -0.9025 1.8245
C -1.4147 -4.3154 -5.9559
H 3.1480 5.1074 1.3452
H 5.1772 -3.9972 3.0946
O -2.4956 -7.1040 -7.8378
C 0.7013 0.6449 8.0298
C 0.1839 -1.8313 1.3878
N 1.7636 8.2785 -1.9676
H -5.6722 6.0766 2.9354
H 1.9736 -2.7760 5.1391
H -0.9717 -3.3460 4.6844
C 4.1982 6.4112 -0.1600
H -6.7018 1.5005 2.3287
H -1.8526 -8.8311 -6.8742
H -1.7001 -4.5893 -9.3537
O 1.3519 2.4111 -3.4270
C 2.6969 -5.6542 -1.8939
C 10.0086 -0.3606 -3.3150
H 4.4729 6.3119 -1.2102
C 3.2777 -4.6262 2.2553
H -0.9485 -5.0404 2.0101
H 1.9717 -1.4321 7.3272
C -0.3809 -3.1483 -5.8252
H 0.6029 1.4362 5.7263
H -4.3108 0.3450 -5.6801
C -1.2298 -6.4564 -8.2552
C -7.2447 0.5644 2.1980
C -0.4460 8.9101 -2.6569
H -0.5350 -6.7066 -7.4535
O -6.1236 3.8091 -1.7886
O 0.5314 2.0958 5.0324
H -0.6881 -6.2279 0.8249
H 1.9953 -1.8102 -5.3098
C -3.9814 4.1627 3.5757
C 3.0460 0.4897 2.7595
H -2.9806 0.3010 6.6151
H -1.4706 -4.1809 5.9781
N 4.9550 -1.9548 -0.1844
H 6.1086 -1.5077 -2.7415
H 8.2516 -1.1055 -0.1448
C 1.9133 -5.2283 2.7506
H 3.6621 -5.9647 -0.2276
H -1.3049 1.5039 7.7552
H -3.5259 3.8518 -5.7523
O 1.0796 -5.4742 1.5881
H -8.2825 0.8062 2.4276
H 0.0926 -4.7295 5.2731
N 3.0918 -3.2586 1.7758
C 4.3058 -4.5777 3.3978
H -4.9833 -1.8898 3.3277
C 1.1957 -2.1051 5.5036
H 4.6612 0.3762 -1.7414
H -2.1434 3.9387 5.5729
C -6.6964 -0.6097 3.0779
H 5.6680 -1.2475 -0.2918
C 0.2421 1.6121 -5.3986
H -4.6579 5.0098 -2.6984
H 0.2549 8.6331 -0.6594
H -3.0966 -4.6508 -7.2405
H 0.1876 -2.8822 1.0986
H -0.0506 0.7263 -4.8349
O -3.3387 2.0366 -4.8046
H -2.1878 -4.2028 -5.1959
H 4.0248 4.1903 0.1201
C 1.2941 -2.2018 -4.5728
H 1.9844 7.9198 -2.8856
H 4.0244 -7.1025 -2.8164
C -5.7338 4.8986 -2.5638
H 7.4997 0.6895 1.9793
H 0.9109 1.7986 -2.8337
C 4.3239 -1.8284 -1.4914
H -5.5205 5.8431 1.1574
C -0.6648 1.1986 8.5829
H -0.9556 -2.3106 -5.4302
H 3.4906 -2.5310 -1.5056
H -0.5164 -6.6226 2.5390
C -4.0498 2.8981 -5.6867
C 8.1798 -0.0187 -0.1854
C 5.2857 -2.7406 -4.9421
H -3.5533 1.6165 4.8394
H 1.1072 0.0133 8.8200
H 1.0924 3.7818 6.1019
H -3.0314 1.8154 2.5070
H 2.0339 -6.1563 3.3095
O 4.5259 -2.1970 -3.8129
O -1.3447 0.1886 9.3176
C -2.5186 3.6353 3.6757
H 4.9035 -2.2386 -5.8309
H -4.6847 3.3303 3.5515
H -5.8068 -0.2081 -2.2180
C 5.3888 0.8454 2.2044
H 3.9294 -2.8972 1.3421
C 6.6523 0.1430 1.5655
H 0.2500 6.1601 -2.4173
H 5.6495 -3.2274 -2.4608
C -2.7923 -0.2093 -4.1774
H -0.0352 -3.7263 -2.5784
H -1.9097 -0.2830 -4.8128
O 0.2512 -2.8743 6.2187
H 7.6570 0.1005 -2.2836
H 4.8646 -5.7926 -2.0871
H 8.8666 0.5175 0.4695
C -0.0738 -4.3617 -1.6936
C -0.1162 6.7065 -1.5482
H 3.1912 -0.1913 -2.5327
H -2.8930 5.1908 -0.5178
H -0.5265 3.0095 -3.8447
H 2.5284 5.0757 -0.2251
H -0.4004 -4.4467 -8.3094
C -0.5267 -3.8701 5.5302
O 9.7670 -0.0875 -1.9317
C -4.2956 -2.3404 0.8004
C 8.4703 0.4293 -1.6366
C -5.4463 5.3702 2.1366
C -3.4895 -0.0335 5.7111
H -4.6895 -0.3056 2.5894
H 1.9178 9.2738 -2.0430
H 1.1928 1.3644 -5.8708
H -6.1469 4.5354 2.1549
H 5.1604 -3.8140 -5.0844
H -1.8916 0.1538 4.2119
H -0.8692 0.5405 1.4994
H 3.6449 -5.1938 1.4002
H 1.9637 4.8319 4.0865
H 9.2565 -0.8529 -3.9315
C -3.8707 0.6952 -4.7465
H 1.9478 -2.3456 -3.7124
H -0.8635 -6.8892 -9.1861
H -0.3785 8.4873 -3.6593
C 1.4141 3.1705 5.2588
H 2.4197 2.7990 5.4557
H 10.3413 0.5425 -3.8267
O 3.3971 7.5514 0.0920
C -5.3643 -1.1614 2.6120
H -3.7242 -2.8042 1.6044
H -3.6141 -1.6217 0.3454
H 6.6108 1.2411 -0.1417
H -1.7789 0.4469 -0.0278
H -6.7502 1.5267 -0.8466
H 1.3427 -4.5860 3.4213
H -3.3392 -8.9093 -7.6942
H -1.8135 -8.9181 -8.6682
H -2.7474 -0.2680 10.6681
H 4.4090 -1.4219 0.4775
C 3.9873 -6.0202 -2.6925
N -2.3491 0.2342 -2.8800
H 0.4032 4.2924 3.5706
H 0.0547 -2.9253 -6.7992
C -5.6404 2.5297 -2.2326
C -2.2419 2.5587 2.6178
C 0.4071 2.7891 -4.3622
C -0.2899 -5.8770 1.7769
C 3.8168 -0.3067 -1.6476
H -3.9491 2.3245 -0.0932
H 1.3498 1.5000 7.8392
H -3.3047 0.8186 9.4014
O -5.5128 -1.8037 1.3353
H -0.8768 -5.2480 -5.7853
H -1.3757 4.5605 -1.2610
H -4.6818 0.6923 -4.0183
C 5.2860 -2.2156 -2.6407
H -1.4750 9.0380 -2.3208
H 0.5551 2.8271 0.7686
H -4.1037 -0.8400 6.1115
H -1.2408 2.2213 2.8864
H 3.8049 -4.2256 4.2996
H 8.5358 1.5131 -1.7325
H -2.3116 1.2259 -3.0674
H -5.4515 2.9719 0.4309
H 1.1915 -1.4206 1.4526
H -3.5162 -2.1848 -4.8903
H -0.0542 9.9270 -2.6827
C -2.3305 -8.5100 -7.7997
H 2.4642 -0.4184 5.9870
H -4.5329 -3.0963 0.0518
C -4.9766 2.0378 0.1308
H -4.9222 1.3579 0.9810
N 0.3117 0.4586 -1.7160
H 0.5675 -4.0151 -0.8833
H 2.4092 -0.3353 3.0790
H 2.3566 -3.4097 1.1000
H 1.3091 0.6377 0.1176
H -3.1573 0.1803 -2.2767
H 2.8692 7.7744 -0.6781
H -6.2033 4.9243 -3.5472
O -4.1116 4.8893 2.3573
C 0.3449 8.1153 -1.6143
H 5.0827 6.4634 0.4748
H 1.0299 2.8674 -0.9408
N -6.6320 -0.1066 4.4666
H 1.3936 -7.1136 -2.8216
O -1.5185 6.5818 -1.4021
O 0.6669 -3.4040 -4.9360
H 3.3027 0.9504 3.7134
C -1.3861 -4.9091 -8.3601
C -0.8386 0.1992 0.4647
H -4.0893 2.4969 -6.6994
C -2.4047 -0.6139 4.7911
H -1.3538 5.3700 0.3068
H -5.7058 0.2516 4.6509
C -2.4717 0.6004 10.0698
H -6.2805 2.3451 -3.0953
H -0.6748 0.3486 -1.9030
H -5.2893 -0.4427 -0.7328
C -3.2218 -1.7214 -3.9487
C 1.6122 -0.9391 6.4239
H 3.9819 -5.5600 -3.6806
H 0.3860 6.1926 -0.7285
H -7.4003 0.2476 1.1667
C -1.8278 5.3605 -0.6747
H 10.8002 -1.1094 -3.2857
H 6.3645 -2.6676 -4.8040
H -5.0965 3.1063 -5.4652
H -7.3925 -1.4482 3.0576
C -5.6908 1.4883 -1.1001
H 2.1069 -5.8837 -0.0401
H 3.3357 0.1626 -0.7895
H -0.6630 2.8463 -0.3896
H 5.5706 1.0259 3.2639
H 5.2446 1.8168 1.7314
H -4.1299 -1.7008 -3.3462
H -2.4293 -2.3633 -3.5639
H 0.6522 -1.7154 4.6428
C 0.3362 0.8890 -0.3047
N -2.1468 -4.3072 -7.2470
H -0.5000 1.8545 -6.1593
O -4.2302 0.9767 5.0722
H -1.8144 4.4584 3.5544
H 4.6696 -5.5684 3.6704
N 2.8042 -6.3119 -0.6322
H 1.4282 -5.6237 -3.6470
H 1.8542 3.2324 3.2594
C 3.4791 5.1151 0.3068
H 2.6891 -4.5684 -1.7985
H 2.4822 1.2273 2.1883
H 0.6752 3.6873 -4.9184
O -0.6978 -1.2412 0.4147
H -4.2335 4.8077 4.4174
H -2.1476 3.0883 1.6698
H -2.8774 -1.2234 4.0209
O 0.2407 -5.7122 -1.9323
H 0.5747 -1.4612 -4.2234
H -6.1523 5.7971 -2.1101
H -0.3777 -1.7263 2.3161
N -2.2576 3.0987 5.0239
H -0.2306 -0.7878 7.0489
C 1.3915 -6.0389 -2.6398
N 6.7692 0.2808 0.1282
H -4.5855 2.5789 -2.5026
C 1.3653 3.9334 3.9359
H -1.1252 -4.3043 -1.4117
*
```

## Properties
E_HOMO: -8.461 eV
ΔE to the lowest compared entry with this formula, charge and spin: 0.0 kcal/mol